A structure of composition C21H41FN3O6SSr, computed with wB97M-V/def2-TZVPD.

Summary:
LUMO level in Eh: -0.0678
HOMO energy in eV: -10.84
Kohn-Sham gap in Eh: 0.3306
Total charge: +1

```
74
Properties=species:S:1:pos:R:3:forces:R:3:mulliken_charge:R:1
Sr -0.775659 0.107147 -0.444222 0.12 0.06 0.00 1.277
C 0.159231 0.199087 -4.046787 0.02 0.02 0.03 -0.832
C -0.999856 -0.772022 -3.997408 -0.03 0.04 -0.02 -0.550
O -1.934826 -0.282742 -3.040361 0.01 -0.06 0.07 0.150
C -3.104577 -1.082545 -2.971156 0.05 0.00 0.00 -0.489
C -4.018004 -0.502176 -1.916316 -0.06 0.00 0.04 -0.762
O -3.458393 -0.516975 -0.606382 0.08 0.02 -0.09 -0.031
C -3.806800 -1.620353 0.220553 -0.02 0.00 -0.01 -0.770
C -2.953436 -2.844914 -0.028958 0.02 0.00 0.03 -0.768
O -1.592364 -2.452001 -0.024357 -0.02 -0.01 -0.01 0.068
C -0.711926 -3.535349 -0.317687 -0.03 0.01 0.01 -0.931
C 0.658612 -2.987850 -0.606010 0.05 0.02 0.04 -0.453
O 0.524114 -2.088479 -1.704566 -0.03 0.03 0.03 0.068
C 1.735412 -1.754152 -2.373556 -0.02 0.00 0.02 -0.738
C 1.913763 -0.246280 -2.431822 0.01 0.00 -0.02 -0.586
O 0.702970 0.447494 -2.756596 0.03 -0.05 0.10 -0.227
H -0.191609 1.158882 -4.432930 -0.01 0.00 0.00 0.345
H 0.927098 -0.172338 -4.730972 0.00 0.00 0.00 0.502
H -0.676916 -1.774949 -3.708626 0.00 -0.01 0.00 0.242
H -1.466666 -0.819600 -4.988159 0.00 0.00 0.00 0.451
H -2.831148 -2.119177 -2.745190 0.01 0.00 0.01 0.220
H -3.626906 -1.073743 -3.935230 0.00 0.01 -0.01 0.457
H -4.977131 -1.028055 -1.926442 0.01 -0.02 0.00 0.434
H -4.207133 0.545986 -2.153835 -0.01 0.00 0.00 0.267
H -4.861948 -1.879003 0.092142 -0.01 0.01 0.00 0.450
H -3.665432 -1.279050 1.244369 0.03 0.00 0.00 0.126
H -3.199274 -3.319039 -0.985823 0.01 0.00 -0.02 0.422
H -3.148445 -3.578201 0.761839 0.00 -0.01 0.00 0.460
H -1.090721 -4.073741 -1.193687 -0.01 0.00 -0.01 0.404
H -0.671844 -4.227594 0.528858 0.00 0.00 0.01 0.389
H 1.317927 -3.822476 -0.863452 -0.01 0.00 -0.03 0.591
H 1.069573 -2.443568 0.250100 -0.01 0.00 0.00 0.106
H 1.703692 -2.198943 -3.373384 -0.01 0.00 -0.02 0.313
H 2.598842 -2.171072 -1.850040 0.00 -0.01 -0.01 0.549
H 2.693530 0.003929 -3.158278 0.00 0.00 -0.01 0.528
H 2.191634 0.115358 -1.443449 -0.01 0.01 0.00 0.078
N -1.732886 0.665284 2.027222 -0.04 0.01 -0.06 -0.146
C -1.833692 2.126201 2.171430 -0.01 0.01 0.05 -0.676
C -0.468275 2.771421 1.989956 0.03 0.03 0.00 -0.600
N 0.146575 2.504290 0.685410 -0.06 -0.13 -0.04 0.218
C 0.135656 3.614765 -0.259476 0.01 0.00 0.01 -0.944
C -1.188860 3.732092 -0.999352 0.02 0.00 -0.01 -0.779
N -1.479501 2.484338 -1.719315 -0.04 -0.09 0.05 -0.087
H -2.598659 0.242594 2.341005 -0.01 0.02 0.01 0.219
H -1.001206 0.310496 2.652775 0.04 -0.01 -0.02 0.115
H -2.211792 2.417050 3.157444 0.00 0.01 0.00 0.532
H -2.543018 2.508744 1.431374 0.02 -0.02 -0.02 0.272
H 0.189523 2.378080 2.767592 0.00 -0.02 -0.01 0.076
H -0.560028 3.850510 2.161237 0.00 0.00 0.00 0.320
H 1.086945 2.151650 0.818203 -0.01 -0.06 -0.02 0.070
H 0.931294 3.444709 -0.990944 0.00 -0.02 0.00 0.457
H 0.350304 4.575693 0.226142 0.01 0.00 0.01 0.373
H -1.143460 4.604082 -1.659451 -0.01 0.00 -0.01 0.419
H -1.999020 3.911012 -0.289849 0.01 -0.01 0.01 0.338
H -0.802266 2.338475 -2.462572 0.02 0.08 0.01 0.012
H -2.387203 2.523712 -2.167687 0.01 0.04 0.01 0.156
F 1.266669 -0.275252 0.496043 -0.11 0.04 -0.07 -0.730
C 2.341774 -1.826447 4.697079 -0.02 -0.01 0.02 -1.122
S 1.619053 -1.157242 3.190702 0.08 0.03 0.01 0.604
O 0.488081 -0.301732 3.678530 -0.06 0.01 -0.02 -0.926
C 2.971559 -0.052508 2.802608 0.00 0.00 -0.04 0.372
C 2.939205 1.244162 3.282139 0.02 0.01 0.01 -0.437
C 3.976463 2.109798 2.958455 -0.01 0.00 0.01 -0.690
C 5.029415 1.669613 2.168374 -0.01 -0.01 0.00 -0.476
C 5.049204 0.362466 1.696045 -0.01 0.01 0.01 -0.677
C 4.011303 -0.502632 2.005693 -0.01 0.00 -0.01 -0.268
H 2.524075 -1.008365 5.392099 0.00 0.00 0.00 0.362
H 3.270560 -2.343218 4.456042 -0.01 0.01 -0.02 0.380
H 1.619321 -2.526704 5.113654 0.01 0.00 0.01 0.414
H 2.106674 1.560351 3.898664 0.01 0.00 0.00 0.441
H 3.965730 3.126378 3.330392 0.00 0.00 0.00 0.438
H 5.837540 2.345062 1.920011 0.00 0.00 0.00 0.418
H 5.869501 0.022424 1.077338 0.00 0.00 0.00 0.424
H 3.998055 -1.512849 1.612809 0.00 0.01 0.01 0.366
```
Forces are in eV/Å.

***

A cluster of 18 separate species, C24H34B2BrCl51O8P in total at a distorted geometry, computed with wB97M-V/def2-TZVPD.

Summary:
LUMO level in Eh: 0.0506
HOMO energy in eV: -5.47
Kohn-Sham gap in Eh: 0.2515
Total charge: -1

```
121
Properties=species:S:1:pos:R:3:forces:R:3:mulliken_charge:R:1
C 3.182512 -0.505016 -5.142700 -0.15 -0.08 0.28 -1.067
B 2.653793 -1.248132 -3.845625 0.27 0.11 -0.46 0.108
O 1.515403 -0.802200 -3.242040 -0.59 -0.44 -0.14 -0.142
C 3.474295 -2.447572 -3.250501 -0.17 0.25 0.46 -0.931
O 4.115715 -1.760735 -2.165728 -0.22 0.30 -0.04 -0.518
B 3.588676 -2.277872 -0.862036 0.82 0.03 0.18 0.998
O 4.722147 -2.961606 -0.185257 -0.55 -0.30 -0.02 -0.888
C 3.045171 -1.160691 0.210590 -0.24 0.15 -0.44 0.302
C 2.064424 -0.142228 -0.293169 -0.27 -0.37 0.37 0.684
C 0.631761 -0.678764 -0.290936 0.11 0.27 0.11 -0.569
Br 2.134204 1.472473 0.975440 -0.22 0.04 -0.13 -0.373
O 2.498481 -3.239281 -1.290328 -0.37 0.04 0.02 -0.691
C 2.805026 -3.628153 -2.549816 1.18 -0.69 -0.15 1.095
O 3.896263 -4.619082 -2.514262 -0.48 -0.24 -0.14 -0.614
C 1.703609 -4.399740 -3.285293 -0.38 0.22 0.21 -0.716
P 0.074322 -3.692316 -3.598252 0.15 -0.06 0.47 0.850
O -0.577993 -2.888232 -2.586478 -0.50 0.55 0.46 -0.516
O 0.158074 -2.952937 -5.016657 0.41 0.02 -0.42 -0.460
O -0.850656 -4.988831 -3.864820 0.14 -0.53 -0.47 -0.444
H 4.268168 -0.563357 -5.183399 0.09 0.01 -0.15 0.316
H 2.875324 0.540253 -5.166630 0.00 0.11 -0.07 0.237
H 2.773663 -0.989464 -6.034806 0.08 -0.06 -0.14 0.334
H 0.889508 -0.442498 -3.884256 0.24 0.36 0.29 0.154
H 4.212522 -2.824205 -3.964445 0.15 -0.12 0.08 0.330
H 4.346549 -3.513502 0.512257 0.19 0.16 -0.04 0.150
H 3.920540 -0.673958 0.632558 0.18 -0.06 -0.03 -0.414
H 2.536399 -1.705579 1.009046 0.20 -0.06 0.25 0.056
H 2.340783 0.299912 -1.240209 0.09 0.17 0.00 0.228
H 0.176726 -0.609017 -1.272573 -0.06 -0.06 -0.09 -0.554
H 0.657803 -1.722850 0.004758 -0.07 -0.18 -0.20 0.237
H 0.020937 -0.150839 0.435553 -0.10 0.03 -0.07 0.479
H 3.680837 -5.206810 -1.775800 0.18 0.27 0.02 0.434
H 1.487285 -5.283759 -2.682925 0.03 -0.06 0.11 0.380
H 2.157015 -4.758776 -4.206560 -0.05 -0.04 -0.14 0.194
H 0.965354 -3.204126 -5.490948 -0.24 0.17 -0.05 0.282
H -0.380781 -5.686488 -4.343863 -0.14 0.03 0.09 0.235
C -1.562075 1.948161 -2.135168 0.09 0.02 0.05 0.789
Cl -2.779590 3.038119 -2.817678 -0.07 0.04 -0.05 -0.159
Cl 0.008919 2.222380 -2.873920 0.02 0.01 -0.02 -0.109
Cl -1.473218 2.142283 -0.390980 -0.07 0.10 0.10 -0.162
H -1.867498 0.932889 -2.347246 0.01 -0.02 0.00 -0.388
C 5.354420 -2.007568 3.798787 -0.14 0.16 -0.12 -0.304
Cl 3.646235 -1.579378 3.778021 0.00 -0.08 0.14 -0.010
Cl 5.592759 -3.708596 3.376188 0.00 0.00 0.02 -0.151
Cl 6.234027 -0.944682 2.714371 0.20 -0.13 0.05 -0.011
H 5.727253 -1.861376 4.803470 0.02 -0.03 0.01 0.415
C 7.025700 2.487892 1.175436 -0.12 -0.14 0.02 0.790
Cl 7.447876 3.771793 0.026867 0.01 -0.03 0.04 -0.168
Cl 5.371316 1.943530 0.955545 0.17 0.17 -0.05 -0.026
Cl 8.174131 1.144918 1.065596 0.05 0.08 -0.08 -0.149
H 7.111423 2.894578 2.173515 0.03 -0.04 -0.17 -0.491
C -0.403630 -2.291722 4.077440 0.09 0.11 -0.09 -0.088
Cl 0.797496 -3.433427 4.687521 -0.09 -0.02 0.01 -0.132
Cl -1.294781 -1.542422 5.407944 -0.05 -0.09 0.06 -0.060
Cl 0.339997 -1.056510 3.069083 0.01 -0.04 0.12 -0.057
H -1.108337 -2.842373 3.469590 -0.02 -0.03 0.01 0.307
C -3.101659 5.495599 0.152482 0.05 -0.02 -0.01 0.507
Cl -3.717692 6.563166 -1.110503 -0.02 0.00 0.00 -0.124
Cl -1.462699 5.949196 0.606670 0.02 0.01 0.01 -0.073
Cl -4.163990 5.529921 1.566004 -0.04 0.00 0.02 -0.129
H -3.080653 4.483552 -0.233163 0.01 0.00 -0.02 -0.136
C -5.674465 -0.267227 -3.450197 0.08 0.06 0.03 -0.002
Cl -6.207679 1.220731 -2.670303 0.00 0.00 0.05 -0.117
Cl -5.915152 -0.155557 -5.199217 -0.01 -0.03 -0.09 -0.140
Cl -3.997899 -0.635973 -3.070358 -0.02 -0.10 -0.01 -0.007
H -6.285312 -1.077690 -3.077088 -0.02 -0.01 -0.02 0.286
C -3.065168 9.190811 2.005086 -0.03 0.01 0.07 0.960
Cl -3.665740 10.258450 0.733533 -0.01 -0.02 -0.02 -0.145
Cl -1.419164 9.638177 2.454862 0.08 0.00 -0.01 -0.145
Cl -4.129074 9.218594 3.408781 0.18 -0.06 0.08 -0.106
H -3.042782 8.180207 1.618019 0.01 -0.01 -0.01 -0.575
C -2.897354 -7.761657 -5.610385 -0.04 -0.02 -0.01 0.247
Cl -2.754803 -7.631493 -7.364408 0.02 0.06 0.00 -0.126
Cl -4.412346 -8.546994 -5.169029 -0.02 0.01 0.02 -0.134
Cl -1.521391 -8.638310 -4.938651 0.06 0.05 0.03 -0.146
H -2.897776 -6.763806 -5.189453 0.02 0.02 -0.01 0.153
C -2.035147 2.307236 6.873035 0.00 0.02 0.00 -0.038
Cl -0.774924 2.960131 7.923078 0.00 0.02 0.02 -0.143
Cl -1.440347 2.100955 5.233710 0.00 -0.03 -0.01 -0.045
Cl -2.667269 0.794558 7.539649 -0.01 0.09 -0.05 -0.071
H -2.848328 3.019405 6.847283 -0.01 0.02 0.03 0.304
C -8.491911 9.609462 2.577505 0.02 0.01 0.00 0.012
Cl -9.771852 10.666249 1.973700 0.00 0.00 -0.01 -0.134
Cl -6.958436 9.944383 1.788752 -0.17 0.05 -0.11 -0.041
Cl -8.339178 9.753514 4.331354 0.00 -0.01 0.01 -0.129
H -8.771424 8.589317 2.352667 -0.01 -0.01 0.00 0.288
C 2.476269 -5.605950 -8.036980 0.09 0.06 0.02 -0.076
Cl 1.916396 -4.580333 -9.356929 0.01 0.01 -0.05 -0.126
Cl 4.115056 -5.178613 -7.558240 0.03 0.00 0.00 -0.101
Cl 1.383850 -5.487867 -6.653925 -0.07 -0.13 -0.19 -0.068
H 2.474557 -6.631780 -8.379381 -0.02 -0.02 0.01 0.345
C -6.712092 -2.639402 -8.242380 0.01 0.01 0.02 0.316
Cl -6.328542 -1.321426 -9.348699 0.01 0.02 0.01 -0.127
Cl -8.337282 -3.258302 -8.544771 -0.02 0.00 0.01 -0.131
Cl -5.517106 -3.926693 -8.353446 0.03 -0.04 0.00 -0.101
H -6.685980 -2.247423 -7.234128 -0.01 0.01 0.01 0.043
C -2.616658 -1.978661 10.768094 0.04 0.09 -0.02 -0.045
Cl -4.311580 -2.461165 10.605683 -0.06 -0.06 -0.02 -0.137
Cl -1.782085 -2.113230 9.229232 0.02 -0.07 -0.01 -0.057
Cl -2.500391 -0.342398 11.413927 0.00 0.01 0.02 -0.110
H -2.146379 -2.652388 11.471035 -0.01 -0.01 0.02 0.348
C 7.910635 2.898200 5.731282 0.00 -0.11 -0.06 0.060
Cl 9.277902 3.614948 6.587139 0.00 0.01 0.01 -0.137
Cl 7.450151 3.887351 4.344589 0.02 0.20 0.19 -0.165
Cl 8.267893 1.252621 5.222700 -0.01 -0.01 0.00 -0.088
H 7.069127 2.868356 6.409756 -0.01 0.01 0.01 0.287
C 0.010133 8.278581 5.739389 -0.03 -0.01 -0.04 0.184
Cl 1.434704 8.398303 6.774944 0.01 0.00 0.01 -0.137
Cl 0.083551 6.847081 4.722431 0.00 -0.05 -0.01 -0.059
Cl -1.468810 8.295665 6.702241 -0.02 0.01 0.01 -0.127
H -0.007711 9.146614 5.094350 -0.01 0.02 0.00 0.137
C 5.344198 -3.180632 -10.591960 0.02 0.04 0.00 0.710
Cl 4.427736 -2.626949 -11.996117 -0.03 -0.01 0.00 -0.139
Cl 6.728926 -4.153303 -11.094360 0.00 -0.03 0.00 -0.138
Cl 5.855205 -1.822733 -9.597279 -0.01 -0.01 0.02 -0.115
H 4.695281 -3.807923 -9.995675 -0.02 0.00 0.00 -0.318
C -7.324017 -1.109207 12.514499 -0.03 0.02 0.01 0.405
Cl -7.471047 0.327109 11.506480 0.02 -0.01 -0.01 -0.116
Cl -7.296329 -0.679178 14.225453 0.00 0.00 0.02 -0.131
Cl -8.623493 -2.253633 12.175492 -0.01 -0.02 -0.01 -0.129
H -6.386732 -1.593055 12.277866 0.05 0.02 -0.01 -0.025
```
Forces are in eV/Å.

***

A cluster of 6 separate species, C14H44N3O8 in total at a distorted geometry, computed with wB97M-V/def2-TZVPD.

Summary:
LUMO level in Eh: -0.0978
ΔE to the lowest compared entry with this formula, charge and spin in eV: 3.8421
HOMO energy in eV: -11.14
Kohn-Sham gap in Eh: 0.3118
Total charge: +1

```
69
Properties=species:S:1:pos:R:3:forces:R:3:mulliken_charge:R:1
N -0.046177 -1.281543 0.255933 0.11 1.13 -0.48 -0.330
H 0.026003 -0.490873 -0.368347 0.22 0.51 -0.79 0.297
H -1.008487 -1.579253 0.182203 -0.53 -0.64 0.21 0.361
H 0.192583 -0.870733 1.147183 0.02 -0.36 0.89 0.295
H 0.628153 -1.972563 -0.040497 0.27 -0.73 0.09 0.289
C 3.290323 0.336997 5.049853 -0.82 0.01 1.89 -0.361
C 1.865433 0.745837 4.702053 1.00 0.57 0.86 -0.520
O 1.146233 -0.314073 4.137403 -0.56 0.01 -0.61 -0.474
O 4.032823 -0.134023 4.006923 0.98 -0.04 -2.16 -0.490
H 3.294113 -0.500913 5.746993 -0.76 0.05 0.73 0.307
H 3.768983 1.155677 5.587203 0.09 0.42 -0.06 0.302
H 1.843133 1.674657 4.132053 0.03 -0.46 -0.96 0.325
H 1.404933 1.116597 5.617793 -0.10 -0.35 0.44 0.307
H 0.920473 -0.900983 4.862773 -0.07 -0.17 -0.05 0.293
H 4.823363 -0.518623 4.392583 0.13 -0.05 -0.30 0.321
C 3.080253 1.930767 -0.410347 -1.29 -0.26 -2.06 -0.412
C 2.519413 2.321767 -1.817097 0.03 1.82 1.27 -0.495
O 1.295143 1.715797 -2.141657 -0.48 -1.36 0.01 -0.480
O 3.521163 0.581517 -0.585497 0.63 0.63 0.97 -0.514
H 2.366893 1.909257 0.413513 -0.75 0.40 -0.31 0.241
H 3.831653 2.640807 -0.064887 0.52 -0.12 -0.50 0.386
H 3.240303 2.175907 -2.621547 0.41 -0.39 0.39 0.397
H 2.255713 3.378817 -1.851847 0.65 0.50 0.43 0.318
H 1.270593 1.746107 -3.100857 -0.41 -0.20 -0.05 0.286
H 4.009433 0.515547 0.238423 0.48 -1.19 0.05 0.290
C 1.635863 -5.695253 0.278873 -1.32 -0.87 -0.56 -0.436
C 1.379873 -6.013283 1.739463 0.29 -0.36 0.33 -0.384
O 0.116423 -5.627563 2.335993 0.52 0.55 -1.14 -0.530
O 2.063173 -4.372763 0.077033 -0.05 1.00 -0.07 -0.484
H 0.757673 -5.939123 -0.318977 -0.62 0.39 0.04 0.294
H 2.355483 -6.353663 -0.207677 0.45 -0.40 0.85 0.373
H 2.220413 -5.523543 2.231153 -0.02 -0.21 0.54 0.301
H 1.412743 -7.096473 1.856563 0.47 -0.07 -0.04 0.267
H 0.274603 -5.437013 3.263493 0.08 -0.04 -0.01 0.320
H 2.600743 -4.389593 -0.718167 0.09 0.27 0.00 0.287
C -3.886267 -0.790543 -3.209197 0.33 -0.96 -1.04 -1.268
C -3.552517 -2.310993 -3.070677 0.86 1.41 1.15 0.372
C -2.301727 -2.834143 -3.727167 0.50 -0.82 -1.34 -0.636
O -2.123497 -4.297943 -3.657877 -1.25 1.10 0.31 -0.352
C -1.195467 -4.753353 -4.588807 1.72 -0.39 -0.62 -0.832
N -3.362147 -2.505403 -1.615087 -0.48 -1.24 -0.72 -0.648
H -3.057297 -0.093713 -3.085367 0.40 -0.39 0.08 0.270
H -4.594437 -0.532063 -2.421937 -0.28 -0.07 -0.33 0.345
H -4.279447 -0.618293 -4.211117 -0.34 0.29 0.15 0.375
H -4.319157 -2.943093 -3.518807 -0.62 0.17 0.30 0.283
H -1.361597 -2.450963 -3.330397 -0.09 0.62 -0.05 0.280
H -2.463797 -2.586723 -4.776267 0.64 0.14 -0.32 0.367
H -0.743537 -5.709143 -4.323657 -0.48 -0.14 0.66 0.310
H -0.321877 -4.107523 -4.677307 0.12 0.53 0.27 0.308
H -1.467157 -4.915703 -5.631847 -1.11 0.34 -0.05 0.331
H -4.270967 -2.372773 -1.194897 -0.23 0.29 0.41 0.253
H -3.324567 -3.511653 -1.693577 0.56 -0.78 1.32 0.286
C -2.100227 4.181387 2.430343 0.44 0.48 1.81 -1.445
C -1.971297 4.653777 1.009943 -0.50 0.92 1.10 0.584
C -0.690027 5.478017 0.675663 -1.69 -1.54 0.40 -0.658
O -0.936797 5.998867 -0.593387 0.57 1.37 -0.90 -0.311
C -0.118087 7.154107 -0.880547 0.09 -0.93 -0.40 -0.718
N -2.068817 3.449957 0.259203 0.77 -1.45 -2.19 -0.636
H -3.110297 3.908777 2.736183 -0.19 -0.13 -0.51 0.355
H -1.827407 4.927667 3.176493 0.16 0.33 -0.01 0.375
H -1.475677 3.310827 2.630713 0.11 -0.02 -0.19 0.289
H -2.812667 5.318477 0.814023 -0.04 0.31 -0.17 0.216
H 0.111953 4.739877 0.684673 0.68 0.19 -0.05 0.208
H -0.534817 6.257757 1.421323 0.06 0.01 0.10 0.452
H -0.194137 7.884337 -0.074897 0.15 0.02 -0.02 0.301
H -0.359857 7.613647 -1.838917 -0.82 -0.14 0.17 0.274
H 0.903153 6.825517 -1.073417 0.38 0.04 0.62 0.271
H -1.586197 3.536877 -0.623757 0.22 0.13 -0.24 0.239
H -2.992767 3.159937 -0.027677 -0.34 0.31 0.47 0.211
```
Forces are in eV/Å.